Entry from OMol25: a cluster of 9 separate species, C26H70O7 in total in a non-equilibrium geometry (ωB97M-V/def2-TZVPD).

Structure (ORCA input):
```
! RIJCOSX wB97M-V def2-TZVPD def2/J DEFGRID3
* xyz 0 1
C 1.9770 0.0059 -2.9073
C 2.0905 -1.4719 -2.2286
C 1.6242 -1.5606 -0.8179
C 0.1072 -1.4029 -0.6819
C -0.3286 -1.5917 0.8244
C -1.8248 -1.8173 1.0372
H 0.8810 0.3519 -3.0537
H 2.4470 -0.1394 -3.8898
H 2.7448 0.7624 -2.4142
H 3.0722 -1.7315 -2.4940
H 1.5799 -2.2503 -2.7548
H 2.0564 -0.8589 -0.2135
H 1.9949 -2.4907 -0.1552
H -0.5312 -2.1959 -1.2852
H -0.1770 -0.5854 -1.2029
H 0.1171 -0.9488 1.5807
H -0.0043 -2.4674 1.2995
H -2.1481 -1.3959 2.0531
H -2.0584 -2.8269 0.8026
H -2.3740 -1.2356 0.3576
C 7.1020 -2.3571 5.5862
C 6.3265 -1.3901 4.8793
C 6.6546 -1.0463 3.3932
C 5.6324 -0.0567 2.6742
C 6.0274 0.4195 1.3745
C 4.9989 1.2541 0.7337
H 8.1597 -2.1877 5.6276
H 6.9866 -3.2128 4.9561
H 6.5807 -2.5723 6.5565
H 6.3791 -0.4391 5.2939
H 5.3535 -1.7291 4.7097
H 6.7128 -2.0634 2.8478
H 7.6232 -0.5318 3.4331
H 5.3251 0.6727 3.5917
H 4.6735 -0.5850 2.8209
H 6.2919 -0.3755 0.7344
H 6.7996 0.9320 1.6507
H 4.7718 2.2092 1.1343
H 4.1601 0.8408 0.3757
H 5.5120 1.4590 -0.1893
C -2.2676 -3.3272 5.3688
C -3.6004 -2.7195 5.8319
O -3.4183 -1.3568 6.0055
H -1.4616 -3.1307 5.9155
H -1.7719 -2.8695 4.5665
H -2.2265 -4.4286 4.9872
H -4.0122 -2.7367 6.8097
H -4.4778 -2.9104 5.2387
H -4.3766 -1.0997 6.1255
C -0.7520 2.7198 1.6971
C -0.5753 1.6164 2.6729
O -0.6085 2.1777 3.8988
H -0.2634 3.5882 1.6953
H -1.7290 3.1517 1.6452
H -0.8433 2.4306 0.7321
H 0.4083 1.2227 2.2528
H -1.4253 0.8057 2.5662
H -0.7915 1.4152 4.6344
C -1.9677 -2.9412 -4.2409
C -1.6126 -1.4099 -4.1594
O -2.0267 -0.8016 -5.3984
H -1.3838 -3.5408 -4.8919
H -3.0265 -3.2380 -4.4791
H -1.5252 -3.2805 -3.2248
H -0.6287 -1.5006 -4.2914
H -1.9460 -1.0218 -3.1596
H -1.4040 -0.0200 -5.6338
C 0.5810 0.2643 -6.6112
C 0.4391 1.5482 -5.9517
O -0.6256 1.5601 -5.1083
H 0.6260 -0.6784 -5.9796
H 1.6595 0.2091 -7.0084
H -0.1256 0.1845 -7.5610
H 0.2244 2.3526 -6.7203
H 1.3491 1.7875 -5.3131
H -0.7061 2.3453 -4.5084
C -2.9157 1.7386 -0.9566
C -3.7504 1.9732 -2.2532
O -4.6903 2.9691 -2.0538
H -2.4509 2.7213 -0.8584
H -2.1889 0.8966 -1.0432
H -3.4238 1.5132 -0.0339
H -4.2597 1.0668 -2.3035
H -3.2038 1.8895 -3.2445
H -5.1598 2.9701 -2.8728
C -5.7472 -0.6155 2.9004
C -5.8380 -0.4201 1.4136
O -6.7092 -1.3400 0.8208
H -4.9585 0.0965 3.4139
H -5.2326 -1.5134 3.1792
H -6.7806 -0.6435 3.5031
H -4.8691 -0.5296 1.0603
H -6.3241 0.5134 1.2084
H -6.4292 -1.6182 -0.1952
C 0.3340 3.8251 -2.0994
C -0.5506 4.6962 -3.0202
O -0.8835 3.9981 -4.2508
H 0.3734 4.3541 -1.2579
H 1.3915 3.6451 -2.5732
H -0.2076 2.9091 -1.9476
H 0.1476 5.6221 -3.5217
H -1.5833 5.0446 -2.6165
H -1.1137 4.4800 -4.8399
*
```

The value obtained for the energy relative to the best compared isomer or geometry (same formula, charge and spin) is 0.000 eV. As for the molecular weight: 494.839 g/mol. The maximum force comes out at 16.675 eV Å⁻¹. The frontier orbital gap comes out at 10.10 eV. The structure (SMILES) is CCCCCC.CCCCCC.CCO.CCO.CCO.CCO.CCO.CCO.CCO. For the total energy, the calculation gives -42415.4084 eV. Its lowest unoccupied orbital energy is 0.5 eV. The HOMO energy comes out at -9.6 eV.

Entry from OMol25: a cluster of 10 separate species, C26H71BFO11 in total in a non-equilibrium geometry (ωB97M-V/def2-TZVPD).

Structure (ORCA input):
```
! RIJCOSX wB97M-V def2-TZVPD def2/J DEFGRID3
* xyz -1 1
C 4.5799 -0.0710 2.6261
C 4.1883 1.5132 2.9920
C 2.9753 1.3987 4.1222
C 3.6177 2.1601 1.5931
C 2.5752 3.4123 1.7870
C 4.9039 2.7033 0.7336
O 5.2731 1.8794 -0.4279
B 4.3510 2.0625 -1.5657
C 3.6491 0.5608 -1.8238
C 2.0055 0.6152 -1.5589
O 1.2597 1.4285 -2.3371
F 1.4565 -0.2644 -0.4879
H 5.1097 -0.6155 3.5166
H 3.5324 -0.6149 2.4644
H 5.2597 -0.1429 1.6554
H 5.1540 2.0231 3.4141
H 3.1351 0.5153 4.8732
H 2.7958 2.4178 4.6784
H 1.9887 1.1562 3.5059
H 3.0366 1.3104 1.0350
H 2.1622 3.6898 0.7022
H 3.1241 4.3823 2.1725
H 1.6165 3.1560 2.4272
H 4.7637 3.8545 0.4509
H 5.8513 2.6909 1.4596
H 4.8714 2.4203 -2.5673
H 3.4988 2.8416 -1.2532
H 3.8333 0.3170 -2.9569
H 4.1701 -0.2526 -1.1375
C -1.4630 -2.6300 -0.9475
C -2.5334 -1.5715 -1.1143
O -2.5273 -0.6950 0.0029
H -1.6298 -3.2047 -0.0304
H -1.4575 -3.3168 -1.7986
H -0.4734 -2.1699 -0.8592
H -3.5225 -2.0342 -1.1800
H -2.3662 -0.9841 -2.0224
H -1.6474 -0.2829 0.0473
C 3.7719 1.8022 7.9563
C 3.0614 3.1044 8.2627
O 2.2898 3.5113 7.1423
H 4.4242 1.9158 7.0842
H 4.3750 1.4770 8.8087
H 3.0505 1.0150 7.7138
H 3.7865 3.8935 8.4828
H 2.3973 2.9954 9.1256
H 1.6435 2.8075 6.9603
C -0.7093 1.2192 -6.1042
C -1.8319 0.6831 -5.2402
O -1.3041 -0.1620 -4.2285
H -0.1537 0.3970 -6.5671
H -1.1000 1.8692 -6.8923
H 0.0065 1.7872 -5.5010
H -2.5328 0.0979 -5.8428
H -2.3841 1.4989 -4.7636
H -0.6894 0.3693 -3.6939
C -6.0119 -2.7242 -3.7721
C -7.1345 -3.2604 -2.9081
O -6.6067 -4.1055 -1.8964
H -5.4563 -3.5465 -4.2350
H -6.4025 -2.0743 -4.5601
H -5.2961 -2.1563 -3.1689
H -7.8354 -3.8456 -3.5107
H -7.6866 -2.4446 -2.4315
H -5.9920 -3.5741 -1.3618
C -1.3519 -0.4035 6.9845
C -0.7037 0.8339 7.5699
O 0.2082 1.3921 6.6354
H -0.5930 -1.1486 6.7237
H -2.0546 -0.8487 7.6945
H -1.8891 -0.1600 6.0621
H -0.1498 0.5823 8.4791
H -1.4550 1.5889 7.8212
H -0.2951 1.6199 5.8349
C -5.4451 0.2906 3.4809
C -5.2693 0.2442 4.9847
O -3.9053 0.4518 5.3203
H -4.8286 -0.4746 2.9977
H -6.4908 0.1277 3.2052
H -5.1218 1.2579 3.0827
H -5.5726 -0.7314 5.3757
H -5.8726 1.0150 5.4741
H -3.6482 1.3243 4.9759
C 1.7152 -4.3955 -2.7173
C 2.3635 -3.1580 -2.1319
O 3.2753 -2.5998 -3.0664
H 2.4741 -5.1406 -2.9781
H 1.0125 -4.8407 -2.0073
H 1.1780 -4.1520 -3.6397
H 2.9174 -3.4096 -1.2227
H 1.6121 -2.4031 -1.8805
H 2.7721 -2.3721 -3.8669
C 6.9097 5.2917 -4.7005
C 7.2312 4.1533 -3.7545
O 6.9524 2.9094 -4.3798
H 5.8563 5.2593 -4.9975
H 7.1150 6.2582 -4.2317
H 7.5017 5.2119 -5.6181
H 6.6218 4.2245 -2.8487
H 8.2859 4.1713 -3.4631
H 7.5047 2.8524 -5.1784
C -8.5150 -5.7704 -7.0545
C -8.0911 -5.1797 -5.7257
O -8.2554 -3.7695 -5.7472
H -7.9223 -5.3451 -7.8712
H -8.3901 -6.8568 -7.0560
H -9.5632 -5.5354 -7.2662
H -7.0373 -5.3979 -5.5285
H -8.6879 -5.5904 -4.9056
H -9.1958 -3.5864 -5.9146
*
```

As for the molecular weight: 589.653 g/mol. The maximum force comes out at 8.999 eV Å⁻¹. The frontier orbital gap comes out at 6.56 eV. For the total energy, the calculation gives -54025.1794 eV. Its lowest unoccupied orbital energy is 1.9 eV. The HOMO energy comes out at -4.6 eV.

Entry from OMol25: a structure of composition C26H71BeF6N6O10P in a non-equilibrium geometry (ωB97M-V/def2-TZVPD).

Structure (ORCA input):
```
! RIJCOSX wB97M-V def2-TZVPD def2/J DEFGRID3
* xyz 0 1
Be 0.2417 0.6484 -0.4457
P -0.9017 4.2427 1.4232
F -0.2071 3.0499 0.5854
F -0.7490 5.2590 0.1297
F -2.3730 3.8950 0.8558
F -1.5495 5.4174 2.3259
F -1.1780 3.2337 2.6706
F 0.5741 4.6018 2.0478
O 4.5008 0.7902 -0.0001
C 3.2429 0.7153 -0.3540
O 2.7056 -0.3711 -0.2151
O 2.5701 1.6577 -0.7801
H 4.5693 -0.1273 0.2740
C -0.7586 -3.9163 -1.7624
C -0.1393 -2.5463 -1.5260
C -0.1914 -1.7964 -2.8077
O 0.5142 -0.5387 -2.6078
C 1.0851 -0.0455 -3.8001
N -0.7787 -1.8634 -0.4704
H -0.1923 -4.5361 -2.4577
H -1.7865 -3.7667 -2.0927
H -0.8892 -4.4567 -0.8249
H 0.9101 -2.6685 -1.2578
H -1.1542 -1.6646 -3.3014
H 0.4120 -2.4502 -3.4375
H 1.5803 -0.7844 -4.4302
H 1.7984 0.7239 -3.5043
H 0.2742 0.3608 -4.4046
H -1.7713 -2.0169 -0.5770
H -0.6920 -2.5520 0.2633
C 1.6431 1.7585 2.8751
C 0.8112 0.4279 2.9103
C 0.3524 0.0095 4.3604
O -0.3377 -1.1803 4.1847
C -0.8315 -1.6783 5.3831
N -0.3391 0.6040 2.0632
H 2.4525 1.6872 3.6016
H 0.9633 2.5669 3.1445
H 1.9123 1.8887 1.8270
H 1.5100 -0.3018 2.5015
H -0.2666 0.7365 4.8860
H 1.2246 -0.1192 5.0013
H -0.0533 -1.7061 6.1458
H -1.0971 -2.7107 5.1555
H -1.7452 -1.1186 5.5830
H -0.9661 -0.0893 2.4458
H -0.7700 1.4654 2.3671
C 1.5683 -3.4990 1.8350
C 0.2460 -4.1370 2.3032
C 0.2817 -4.7448 3.6802
O -0.9153 -5.3923 4.0268
C -0.9023 -5.9677 5.3472
N -0.8931 -3.2095 2.1524
H 1.4649 -3.2352 0.7825
H 2.4387 -4.1290 2.0186
H 1.7909 -2.5526 2.3280
H 0.0032 -4.9965 1.6783
H 0.3281 -3.9129 4.3829
H 1.1466 -5.3868 3.8474
H -1.8234 -6.5224 5.5255
H -0.9021 -5.1889 6.1099
H -0.0883 -6.6806 5.4784
H -0.7986 -2.4307 2.7885
H -1.6496 -3.6940 2.6141
C -4.2530 0.8148 3.1131
C -3.8875 -0.4829 2.4334
C -4.5218 -1.7448 3.0718
O -3.9018 -2.9478 2.6417
C -4.5432 -4.0818 3.1176
N -4.1556 -0.3010 1.0175
H -3.8413 0.9531 4.1128
H -5.3153 1.0043 3.2669
H -3.9067 1.6419 2.4933
H -2.8142 -0.5653 2.6045
H -5.5705 -1.7477 2.7746
H -4.5322 -1.6473 4.1573
H -5.4262 -4.3494 2.5373
H -4.8681 -4.0336 4.1570
H -3.9034 -4.9597 3.0282
H -5.0528 0.1471 0.8981
H -4.2640 -1.2671 0.7434
C -4.1019 1.6183 -2.0828
C -2.6330 1.3807 -1.9149
C -1.8085 2.5489 -2.4018
O -0.3521 2.4054 -2.2930
C 0.3674 3.5194 -2.8587
N -2.2901 1.0992 -0.4611
H -4.4548 2.5110 -1.5666
H -4.6601 0.8184 -1.5962
H -4.4262 1.6806 -3.1216
H -2.2786 0.4914 -2.4360
H -2.0965 3.4207 -1.8143
H -2.1754 2.6852 -3.4191
H 0.1573 4.4277 -2.2939
H -0.0056 3.8336 -3.8335
H 1.4463 3.3669 -2.8904
H -2.9123 0.5688 0.1319
H -2.6006 2.0028 -0.1338
C 5.4503 3.1101 -6.3767
C 4.4585 2.0545 -6.7946
C 3.8863 1.2105 -5.6313
O 4.9782 0.8080 -4.7693
C 4.6923 0.6020 -3.3874
N 3.5046 2.8301 -7.4960
H 5.6967 3.7950 -7.1880
H 6.3661 2.6326 -6.0283
H 5.1942 3.6653 -5.4743
H 4.9096 1.4671 -7.5944
H 3.3529 0.3400 -6.0131
H 3.2273 1.7705 -4.9677
H 5.5490 0.2494 -2.8131
H 4.0127 -0.2122 -3.1357
H 4.4972 1.5680 -2.9215
H 2.8425 2.1889 -7.9090
H 3.9482 3.3731 -8.2230
C 2.8203 5.0877 -0.7751
O 3.4334 4.1062 -1.5973
H 3.2906 6.0327 -1.0466
H 1.7424 5.2466 -0.8082
H 3.1703 4.9743 0.2509
H 3.1329 3.2326 -1.3365
*
```

As for the molecular weight: 781.860 g/mol. The maximum force comes out at 4.204 eV Å⁻¹. The frontier orbital gap comes out at 8.58 eV. For the total energy, the calculation gives -83525.6799 eV. Its lowest unoccupied orbital energy is -0.3 eV. The HOMO energy comes out at -8.8 eV.